1.
{
  "formula": "C21H22MnN2Sb",
  "method": "ωB97M-V with the def2-TZVPD basis set",
  "charge": 3,
  "s2": 0.972,
  "lumo_energy_ev": [-12.90, -12.58],
  "spin_multiplicity": 2,
  "species": ["Mn", "C", "C", "C", "C", "N", "C", "C", "C", "C", "C", "C", "N", "H", "H", "H", "H", "H", "H", "H", "H", "C", "C", "C", "C", "C", "C", "C", "C", "H", "H", "H", "H", "H", "C", "Sb", "C", "C", "H", "H", "H", "H", "H", "H", "H", "H", "H"],
  "positions_angstrom": [[0.384, 0.552, 0.021], [-3.212, 0.875, -2.087], [-2.796, 0.641, -3.390], [-1.450, 0.408, -3.655], [-0.552, 0.405, -2.609], [-0.967, 0.640, -1.337], [-2.264, 0.877, -1.084], [0.892, 0.134, -2.718], [1.565, -0.165, -3.883], [2.925, -0.455, -3.818], [3.574, -0.441, -2.592], [2.845, -0.122, -1.464], [1.535, 0.162, -1.524], [-4.250, 1.058, -1.849], [-3.514, 0.639, -4.200], [-1.119, 0.224, -4.666], [-2.527, 1.075, -0.052], [1.051, -0.184, -4.833], [3.470, -0.696, -4.721], [4.627, -0.670, -2.508], [3.308, -0.084, -0.485], [0.659, 2.362, 0.489], [0.946, 3.546, 0.701], [1.253, 4.877, 0.930], [2.528, 5.237, 1.476], [2.815, 6.550, 1.698], [1.855, 7.537, 1.385], [0.597, 7.201, 0.844], [0.290, 5.893, 0.617], [3.243, 4.458, 1.703], [3.770, 6.848, 2.110], [2.092, 8.578, 1.567], [-0.110, 7.986, 0.613], [-0.664, 5.600, 0.202], [-0.902, -1.641, 3.386], [-0.150, 0.195, 2.627], [1.844, 0.287, 3.373], [-1.115, 1.729, 3.721], [-0.665, -1.636, 4.450], [-0.413, -2.481, 2.900], [-1.979, -1.704, 3.248], [1.771, 0.467, 4.445], [2.410, 1.092, 2.910], [2.351, -0.663, 3.213], [-0.719, 1.695, 4.734], [-2.188, 1.556, 3.745], [-0.911, 2.697, 3.271]],
  "lowdin_charge": [0.58, 0.01, 0.04, 0.05, -0.16, -0.02, -0.06, -0.17, 0.05, 0.03, 0.01, -0.06, -0.01, 0.14, 0.14, 0.13, 0.12, 0.13, 0.14, 0.14, 0.13, -0.02, 0.02, -0.18, 0.04, 0.00, 0.08, 0.00, 0.04, 0.14, 0.14, 0.14, 0.14, 0.14, -0.24, 1.42, -0.25, -0.25, 0.04, 0.03, 0.03, 0.04, 0.01, 0.03, 0.04, 0.03, 0.01]
}

2.
{
  "formula": "C12H28N7O13Pb",
  "method": "ωB97M-V with the def2-TZVPD basis set",
  "charge": -1,
  "de_lowest_kcal_mol": 0.0,
  "lumo_energy_ev": 2.36,
  "species": ["Pb", "N", "O", "O", "O", "N", "O", "O", "O", "N", "O", "O", "O", "C", "C", "O", "N", "C", "H", "H", "H", "H", "H", "H", "H", "C", "C", "O", "N", "C", "H", "H", "H", "H", "H", "H", "H", "C", "C", "O", "N", "C", "H", "H", "H", "H", "H", "H", "H", "C", "C", "O", "N", "C", "H", "H", "H", "H", "H", "H", "H"],
  "positions_angstrom": [[-1.067, 0.324, 0.448], [-2.878, 2.802, -0.457], [-1.733, 2.747, 0.114], [-3.359, 1.722, -0.854], [-3.434, 3.877, -0.594], [1.401, -2.448, 0.341], [1.657, -2.169, -0.850], [1.991, -3.368, 0.924], [0.547, -1.777, 0.986], [-2.535, -0.521, 3.270], [-2.932, -0.279, 4.409], [-1.793, -1.490, 3.030], [-2.869, 0.240, 2.307], [-1.850, -4.029, -1.430], [-2.597, -2.867, -0.818], [-1.984, -1.926, -0.363], [-3.949, -2.957, -0.784], [-4.757, -2.123, 0.077], [-2.310, -4.478, -2.308], [-1.651, -4.690, -0.581], [-0.854, -3.697, -1.730], [-4.301, -3.856, -1.068], [-5.608, -1.730, -0.481], [-4.178, -1.253, 0.387], [-5.091, -2.618, 0.989], [2.714, 2.335, -1.776], [2.459, 1.589, -0.482], [1.358, 1.150, -0.206], [3.538, 1.270, 0.271], [3.562, 0.223, 1.284], [2.478, 3.394, -1.622], [1.973, 2.058, -2.520], [3.745, 2.189, -2.088], [4.420, 1.712, 0.086], [3.620, 0.639, 2.293], [4.418, -0.408, 1.037], [2.687, -0.426, 1.292], [0.602, 3.710, 2.887], [0.541, 2.231, 3.225], [0.161, 1.398, 2.418], [0.923, 1.889, 4.467], [0.989, 0.543, 5.034], [-0.306, 3.956, 2.334], [1.457, 3.824, 2.224], [0.558, 4.324, 3.785], [1.272, 2.619, 5.064], [0.413, -0.157, 4.432], [0.806, 0.515, 6.100], [2.031, 0.224, 4.872], [-0.620, 0.137, -4.556], [0.175, -0.194, -3.309], [-0.353, -0.042, -2.217], [1.375, -0.825, -3.376], [2.278, -0.745, -4.527], [-1.202, -0.741, -4.827], [-0.037, 0.374, -5.448], [-1.209, 1.000, -4.257], [1.753, -1.090, -2.472], [2.022, 0.155, -5.081], [2.233, -1.646, -5.138], [3.299, -0.614, -4.168]],
  "lowdin_charge": [1.70, -0.60, -0.21, -0.08, 0.00, -0.59, -0.07, -0.03, -0.15, -0.61, -0.03, -0.05, -0.19, 0.01, -0.52, -0.08, 0.01, -0.06, 0.07, 0.10, 0.08, 0.12, 0.08, 0.07, 0.09, 0.02, -0.52, -0.06, 0.02, -0.04, 0.09, 0.08, 0.07, 0.12, 0.08, 0.09, 0.07, 0.02, -0.52, -0.08, 0.01, -0.04, 0.09, 0.09, 0.07, 0.12, 0.09, 0.08, 0.08, 0.01, -0.54, -0.05, 0.03, -0.08, 0.09, 0.06, 0.09, 0.09, 0.07, 0.08, 0.08]
}

3.
{
  "formula": "C5H12N2O",
  "method": "ωB97M-V with the def2-TZVPD basis set",
  "de_lowest_kcal_mol": 97.1,
  "lumo_energy_ev": 0.99,
  "species": ["N", "C", "C", "N", "H", "H", "H", "H", "C", "C", "O", "C", "H", "H", "H", "H", "H", "H", "H", "H"],
  "positions_angstrom": [[-1.403, -0.823, -0.830], [-1.333, 0.025, 0.104], [-1.622, 1.210, 0.600], [-2.761, 1.968, 0.247], [-1.621, -1.781, -0.565], [-0.892, 1.701, 1.227], [-3.439, 1.414, -0.260], [-3.186, 2.412, 1.054], [1.439, -0.079, -1.588], [1.756, 0.360, -0.194], [0.745, -0.164, 0.833], [0.965, -1.515, 1.186], [0.300, -0.174, -1.669], [1.791, 0.651, -2.311], [1.825, -1.071, -1.809], [1.651, 1.436, -0.062], [2.738, 0.021, 0.156], [0.848, -2.171, 0.318], [1.967, -1.644, 1.612], [0.232, -1.774, 1.951]],
  "lowdin_charge": [0.09, -0.22, -0.21, 0.03, 0.06, 0.10, 0.08, 0.07, -0.10, -0.19, -0.30, -0.12, 0.07, 0.07, 0.07, 0.11, 0.11, 0.08, 0.09, 0.09]
}

4.
{
  "formula": "C4H6F2LiNO11PS2",
  "method": "ωB97M-V with the def2-TZVPD basis set",
  "charge": -2,
  "s2": 0.757,
  "lumo_energy_ev": [4.80, 4.80],
  "spin_multiplicity": 2,
  "species": ["Li", "N", "S", "O", "O", "F", "S", "O", "O", "F", "P", "O", "O", "O", "O", "C", "C", "C", "O", "C", "O", "O", "H", "H", "H", "H", "H", "H"],
  "positions_angstrom": [[-21.405, -39.779, 26.087], [-20.758, -41.148, 27.266], [-19.714, -41.417, 28.326], [-18.345, -41.574, 27.856], [-20.098, -42.014, 29.615], [-19.663, -39.799, 28.689], [-21.336, -42.730, 27.289], [-22.272, -42.994, 28.410], [-20.478, -43.823, 26.968], [-22.211, -42.620, 25.946], [-21.903, -38.318, 24.383], [-22.885, -37.202, 24.020], [-20.918, -37.937, 25.489], [-22.307, -39.759, 24.032], [-22.734, -38.452, 25.612], [-18.083, -39.428, 25.210], [-18.164, -40.868, 24.565], [-19.452, -41.060, 23.751], [-18.993, -41.639, 22.496], [-17.712, -41.532, 22.400], [-17.073, -41.734, 21.339], [-17.177, -41.049, 23.527], [-18.874, -39.351, 25.957], [-18.170, -38.599, 24.509], [-17.124, -39.397, 25.728], [-17.977, -41.744, 25.187], [-19.931, -40.092, 23.611], [-20.148, -41.656, 24.341]],
  "lowdin_charge": [0.59, -0.32, 0.48, -0.29, -0.29, -0.24, 0.57, -0.30, -0.27, -0.18, -0.11, -0.39, -0.36, -0.40, -0.33, -0.01, -0.26, -0.06, 0.11, -0.59, 0.05, 0.06, 0.04, 0.09, 0.08, 0.14, 0.09, 0.12]
}

5.
{
  "formula": "C18H60N2O12",
  "method": "ωB97M-V with the def2-TZVPD basis set",
  "de_lowest_kcal_mol": 0.0,
  "lumo_energy_ev": 0.59,
  "species": ["C", "O", "C", "C", "C", "N", "H", "H", "H", "H", "H", "H", "H", "H", "H", "H", "H", "C", "O", "C", "C", "C", "N", "H", "H", "H", "H", "H", "H", "H", "H", "H", "H", "H", "O", "C", "C", "O", "H", "H", "H", "H", "H", "H", "C", "O", "H", "H", "H", "H", "C", "O", "H", "H", "H", "H", "C", "O", "H", "H", "H", "H", "C", "O", "H", "H", "H", "H", "C", "O", "H", "H", "H", "H", "C", "O", "H", "H", "H", "H", "C", "O", "H", "H", "H", "H", "C", "O", "H", "H", "H", "H"],
  "positions_angstrom": [[-2.856, 3.262, 2.593], [-1.918, 2.642, 1.775], [-1.164, 3.600, 1.051], [-0.320, 2.954, -0.028], [0.429, 4.004, -0.832], [-1.152, 2.147, -0.944], [-2.454, 4.074, 3.210], [-3.266, 2.535, 3.299], [-3.748, 3.650, 2.084], [-1.838, 4.329, 0.575], [-0.586, 4.204, 1.763], [0.424, 2.324, 0.475], [1.087, 3.561, -1.580], [1.083, 4.650, -0.234], [-0.281, 4.669, -1.329], [-1.986, 1.879, -0.432], [-0.570, 1.331, -1.110], [-1.062, 2.176, 5.972], [0.227, 1.785, 5.618], [0.433, 1.738, 4.225], [1.915, 1.674, 3.954], [2.224, 1.693, 2.452], [2.457, 0.452, 4.566], [-1.269, 2.130, 7.042], [-1.821, 1.575, 5.460], [-1.233, 3.237, 5.734], [-0.155, 0.945, 3.744], [0.016, 2.649, 3.768], [2.375, 2.533, 4.457], [1.841, 2.669, 2.140], [1.744, 0.926, 1.849], [3.302, 1.615, 2.320], [2.249, 0.398, 5.557], [3.456, 0.368, 4.436], [-0.248, 2.102, -4.363], [-1.163, 1.269, -5.063], [-0.465, -0.073, -5.274], [-0.213, -0.644, -3.991], [-0.765, 2.844, -4.030], [-2.083, 1.111, -4.499], [-1.364, 1.646, -6.074], [0.452, 0.050, -5.858], [-1.134, -0.754, -5.802], [0.087, 0.095, -3.442], [-2.498, -0.797, 2.432], [-1.157, -0.969, 2.014], [-2.671, 0.234, 2.773], [-3.137, -0.912, 1.555], [-2.777, -1.443, 3.265], [-0.612, -1.362, 2.713], [0.585, -1.611, -0.717], [0.501, -0.304, -0.135], [1.341, -2.176, -0.174], [-0.397, -2.096, -0.724], [0.762, -1.574, -1.796], [0.020, -0.457, 0.700], [-2.413, -3.318, -2.840], [-3.384, -3.235, -1.785], [-2.459, -4.302, -3.289], [-2.521, -2.414, -3.439], [-1.434, -3.071, -2.412], [-3.337, -4.026, -1.243], [3.312, -4.018, -0.989], [2.507, -4.296, 0.166], [4.364, -4.069, -0.692], [3.095, -4.632, -1.858], [3.155, -2.950, -1.142], [2.610, -5.221, 0.406], [1.113, -3.704, -4.234], [1.876, -4.917, -4.223], [0.184, -3.711, -4.814], [0.827, -3.456, -3.212], [1.755, -2.915, -4.639], [2.092, -5.064, -5.150], [1.864, -2.640, 2.897], [0.946, -1.851, 3.638], [1.241, -3.370, 2.368], [2.286, -2.122, 2.027], [2.622, -3.133, 3.505], [1.449, -1.091, 4.008], [-3.525, -0.046, -1.655], [-4.616, -0.829, -2.090], [-2.580, -0.481, -2.004], [-3.608, 0.932, -2.131], [-3.522, 0.083, -0.568], [-4.458, -1.764, -1.860], [3.520, 1.336, -1.896], [3.125, 0.940, -0.605], [3.119, 2.297, -2.227], [4.609, 1.412, -1.917], [3.297, 0.546, -2.622], [2.245, 0.540, -0.620]],
  "lowdin_charge": [-0.14, -0.20, -0.21, -0.43, -0.06, 0.08, 0.09, 0.08, 0.09, 0.13, 0.12, 0.10, 0.06, 0.08, 0.08, 0.05, 0.05, -0.12, -0.17, -0.21, -0.40, -0.04, 0.04, 0.09, 0.08, 0.09, 0.13, 0.12, 0.14, 0.08, 0.06, 0.08, 0.09, 0.09, -0.07, -0.24, -0.23, -0.10, 0.09, 0.12, 0.12, 0.12, 0.12, 0.07, -0.12, -0.14, 0.06, 0.07, 0.09, 0.05, -0.11, -0.16, 0.05, 0.08, 0.06, 0.05, -0.11, -0.14, 0.09, 0.08, 0.05, 0.09, -0.13, -0.14, 0.08, 0.07, 0.07, 0.08, -0.16, -0.13, 0.08, 0.05, 0.08, 0.07, -0.15, -0.16, 0.07, 0.07, 0.08, 0.04, -0.18, -0.13, 0.06, 0.07, 0.06, 0.04, -0.16, -0.13, 0.06, 0.08, 0.08, 0.03]
}

| no. | maximum force (eV Å⁻¹) |
| --- | --- |
| 1 | 4.2 |
| 2 | 2.0 |
| 3 | 2.7 |
| 4 | 12.3 |
| 5 | 1.9 |